one | Entry from the OMol25 dataset: one molecule with the formula CH5NO3S (wB97M-V/def2-TZVPD).

```
! wB97M-V def2-TZVPD RIJCOSX def2/J DEFGRID3
* xyz 0 1
S 1.023 0.475 -0.035
O -1.259 1.699 0.106
O 2.270 0.397 0.627
O 0.957 1.044 -1.335
N -0.264 1.449 0.965
C 0.370 -1.202 -0.234
H -0.609 -0.919 -0.406
H 0.969 -1.785 -0.967
H 0.187 2.238 1.326
H -0.987 1.786 -0.796
H 0.422 -1.541 0.823
*
```

Its gap between HOMO and LUMO is 0.404 Ha. Its SMILES is CS(=O)(=O)NO. Its HOMO energy is -10.2539 eV.

Listed below, in e, are the Löwdin charges computed for each atom:
1. S 0.65
2. O -0.11
3. O -0.30
4. O -0.32
5. N -0.14
6. C -0.11
7. H 0.02
8. H 0.10
9. H 0.07
10. H 0.07
11. H 0.08

---

two | Entry from the OMol25 dataset: a 2-piece molecular cluster, CH5NO3S overall (wB97M-V/def2-TZVPD).

```
! wB97M-V def2-TZVPD RIJCOSX def2/J DEFGRID3
* xyz 0 1
S -0.166 0.942 0.271
O -0.695 2.192 -0.144
O 0.039 0.824 1.711
O -1.351 -1.927 0.670
N -1.820 -1.092 -0.316
C 1.450 0.601 -0.511
H 2.065 0.014 0.202
H -1.566 -1.546 1.526
H -1.482 -1.474 -1.204
H 2.095 1.527 -0.834
H 1.431 -0.061 -1.372
*
```

Its gap between HOMO and LUMO (alpha / beta) is 0.326 / 0.303 Ha. Its HOMO energy (alpha / beta) is -9.1526 / -9.7833 eV.

Listed below, in e, are the Löwdin charges computed for each atom:
1. S 0.70
2. O -0.35
3. O -0.38
4. O -0.12
5. N 0.00
6. C -0.19
7. H 0.06
8. H 0.09
9. H 0.05
10. H 0.10
11. H 0.04

---

Name the least stable of them. two.

---

one | Entry from the OMol25 dataset: one molecule with the formula C5H9NO3 (wB97M-V/def2-TZVPD).

```
! wB97M-V def2-TZVPD RIJCOSX def2/J DEFGRID3
* xyz 0 1
O 0.370 2.018 -0.791
O 1.545 -0.413 -1.460
O 2.677 0.737 0.016
N 1.144 -0.816 0.657
C -1.539 -1.351 -0.695
C 2.004 -0.353 -0.289
C 0.013 -0.059 1.075
C -1.288 -0.288 0.338
C -0.508 0.963 0.075
H 0.608 2.813 -0.307
H -2.138 -2.164 -0.262
H -0.614 -1.825 -1.044
H 1.199 -1.808 0.844
H -0.034 0.174 2.143
H -2.157 -0.115 0.979
H 1.995 1.666 -0.189
H -1.161 1.765 0.449
H -2.116 -0.944 -1.538
*
```

Its gap between HOMO and LUMO is 0.315 Ha. Its SMILES is C[C@@H]1[C@H](O)[C@@H]1NC(=O)O. Its HOMO energy is -8.7389 eV.

Listed below, in e, are the Löwdin charges computed for each atom:
1. O -0.09
2. O 0.07
3. O 0.01
4. N 0.05
5. C -0.05
6. C -0.56
7. C -0.20
8. C -0.23
9. C -0.09
10. H 0.07
11. H 0.08
12. H 0.07
13. H 0.14
14. H 0.14
15. H 0.14
16. H 0.22
17. H 0.13
18. H 0.09

---

two | Entry from the OMol25 dataset: C5H9NO3 as an isolated structure (wB97M-V/def2-TZVPD).

```
! wB97M-V def2-TZVPD RIJCOSX def2/J DEFGRID3
* xyz 0 1
O -2.475 -0.323 1.225
O 2.987 -0.409 0.654
O -0.671 1.418 -1.069
N 0.149 -1.491 -0.834
C -0.707 0.689 0.152
C -1.931 -0.106 0.090
C 1.895 0.425 0.076
C 0.503 -0.323 0.027
C -1.183 -1.291 -0.929
H -1.530 -0.261 2.032
H -0.386 1.304 1.322
H -2.025 -2.114 -1.320
H 0.014 2.015 -0.984
H 1.788 1.462 0.582
H 2.181 0.820 -1.041
H 3.368 -1.177 -0.503
H -2.729 0.623 -0.473
H 0.751 -1.263 0.995
*
```

Its gap between HOMO and LUMO is 0.336 Ha. Its HOMO energy is -9.4621 eV.

Listed below, in e, are the Löwdin charges computed for each atom:
1. O -0.03
2. O -0.23
3. O 0.01
4. N 0.05
5. C -0.37
6. C -0.48
7. C -0.29
8. C -0.32
9. C -0.04
10. H 0.27
11. H 0.22
12. H 0.15
13. H 0.05
14. H 0.12
15. H 0.14
16. H 0.32
17. H 0.20
18. H 0.22

---

three | Entry from the OMol25 dataset: a 2-piece molecular cluster, C5H9NO3 overall (wB97M-V/def2-TZVPD).

```
! wB97M-V def2-TZVPD RIJCOSX def2/J DEFGRID3
* xyz 0 1
O -3.140 1.139 0.681
O 1.197 1.232 -0.334
O 1.193 -0.167 -2.067
N 1.072 0.045 -0.671
C 0.576 -0.661 1.550
C -1.416 2.683 0.035
C -2.422 1.976 0.359
C 0.632 -0.935 0.036
C 0.360 -2.300 -0.499
H -0.442 -0.917 1.871
H -1.497 3.666 -0.267
H -0.727 -2.453 -0.447
H 0.600 -2.402 -1.605
H -0.451 2.333 0.185
H 0.954 -3.096 0.112
H 0.720 0.401 1.435
H 1.326 -1.248 2.050
H 1.465 0.704 -2.422
*
```

Its gap between HOMO and LUMO is 0.350 Ha. Its SMILES is CC(C)=[N+]([O-])O.C=C=O. Its HOMO energy is -8.8159 eV.

Listed below, in e, are the Löwdin charges computed for each atom:
1. O 0.17
2. O -0.08
3. O 0.05
4. N -0.29
5. C 0.01
6. C 0.03
7. C -0.29
8. C -0.29
9. C -0.03
10. H 0.09
11. H 0.04
12. H 0.08
13. H 0.09
14. H 0.02
15. H 0.12
16. H 0.06
17. H 0.08
18. H 0.13

---

four | Entry from the OMol25 dataset: one molecule with the formula C5H9NO3 (wB97M-V/def2-TZVPD).

```
! wB97M-V def2-TZVPD RIJCOSX def2/J DEFGRID3
* xyz 0 1
O -1.400 -1.863 0.269
O 0.559 0.920 -2.769
O -0.907 2.460 -1.283
N -0.583 -0.925 0.260
C 0.607 0.584 -1.371
C 0.299 -0.800 1.263
C 0.420 -1.853 2.291
C -0.219 1.459 -0.526
C -0.617 0.045 -0.718
H 0.158 -2.807 1.950
H 0.907 0.133 1.089
H -1.478 -0.140 -1.295
H -0.243 -1.641 3.221
H -0.269 1.389 -2.764
H 1.511 -1.963 2.589
H 0.006 1.830 0.487
H 1.455 0.174 -1.040
H -0.205 2.998 -1.652
*
```

Its gap between HOMO and LUMO (alpha / beta) is 0.329 / 0.329 Ha. Its SMILES is C/C=[N+](\[O-])[C@H]1[C@H](O)[C@@H]1O. Its HOMO energy (alpha / beta) is -8.4762 / -8.4756 eV.

Listed below, in e, are the Löwdin charges computed for each atom:
1. O -0.03
2. O 0.03
3. O 0.00
4. N -0.27
5. C -0.19
6. C -0.08
7. C -0.07
8. C -0.22
9. C -0.14
10. H 0.04
11. H 0.12
12. H 0.17
13. H 0.12
14. H 0.06
15. H 0.09
16. H 0.16
17. H 0.12
18. H 0.10

---

Name the least stable of them. two.

---

one | Entry from the OMol25 dataset: one molecule with the formula C7H13N3O5 (wB97M-V/def2-TZVPD).

```
! wB97M-V def2-TZVPD RIJCOSX def2/J DEFGRID3
* xyz 0 1
O -3.708 -0.595 0.036
O 4.769 -0.063 1.471
O -3.351 0.864 -2.880
O -2.496 2.383 -1.360
O 1.094 -0.317 -1.348
N 3.738 0.758 -0.337
N 0.218 -0.004 2.132
N -0.929 0.371 -0.137
C 3.692 0.005 0.816
C -2.719 -1.220 -0.867
C -1.822 0.059 -1.205
C -2.669 1.168 -1.911
C 1.100 0.166 1.019
C 2.320 -0.795 0.960
C 0.454 0.026 -0.325
H -3.338 -1.619 -1.777
H -2.003 2.328 -0.372
H 0.461 0.739 2.804
H -0.919 -0.273 -1.926
H 0.465 -0.930 2.751
H -1.336 0.004 0.820
H 2.310 -1.365 1.994
H 2.935 0.877 -0.925
H -4.309 -1.315 0.331
H -2.070 -2.115 -0.406
H 1.429 1.270 1.048
H 4.604 1.223 -0.661
H 2.082 -1.630 0.253
*
```

Its gap between HOMO and LUMO is 0.364 Ha. Its SMILES is NC(=O)C[C@H](N)C(=O)N[C@@H](CO)C(=O)O. Its HOMO energy is -9.8634 eV.

Listed below, in e, are the Löwdin charges computed for each atom:
1. O -0.10
2. O -0.01
3. O 0.10
4. O 0.07
5. O 0.04
6. N 0.14
7. N 0.01
8. N 0.04
9. C -0.45
10. C -0.15
11. C -0.25
12. C -0.47
13. C -0.37
14. C -0.05
15. C -0.38
16. H 0.14
17. H 0.21
18. H 0.09
19. H 0.18
20. H 0.16
21. H 0.16
22. H 0.14
23. H 0.07
24. H 0.10
25. H 0.15
26. H 0.18
27. H 0.13
28. H 0.13

---

two | Entry from the OMol25 dataset: one molecule with the formula C7H13N3O5 (wB97M-V/def2-TZVPD).

```
! wB97M-V def2-TZVPD RIJCOSX def2/J DEFGRID3
* xyz 0 1
O 2.861 -1.932 -0.623
O 2.554 1.266 1.770
O -1.070 -0.337 -1.985
O -3.443 -0.504 1.858
O 2.334 1.570 -0.424
N 0.698 -0.470 -0.735
N -0.569 2.422 -0.661
N -2.982 -1.418 -0.144
C -3.048 -0.364 0.718
C -0.511 0.028 -0.993
C 2.469 -1.557 0.742
C -2.504 0.962 0.192
C -0.962 1.175 -0.004
C 1.435 -0.433 0.663
C 2.219 0.858 0.691
H 2.123 0.917 -1.198
H -2.812 1.853 0.781
H 0.490 2.512 -0.554
H -3.028 1.132 -0.852
H -3.277 -2.340 0.322
H 3.644 -2.393 -0.512
H 1.071 -0.505 1.705
H 1.087 -1.091 -1.407
H -0.490 1.112 0.919
H -0.684 2.399 -1.633
H 1.926 -2.426 1.153
H 3.316 -1.164 1.301
H -2.846 -1.273 -1.090
*
```

Its gap between HOMO and LUMO is 0.358 Ha. Its SMILES is NC(=O)C[C@H](N)C(=O)N[C@@H](CO)C(=O)O. Its HOMO energy is -9.5487 eV.

Listed below, in e, are the Löwdin charges computed for each atom:
1. O -0.05
2. O 0.13
3. O 0.08
4. O 0.04
5. O 0.09
6. N 0.14
7. N 0.08
8. N 0.16
9. C -0.55
10. C -0.49
11. C -0.14
12. C -0.06
13. C -0.27
14. C -0.14
15. C -0.55
16. H 0.17
17. H 0.13
18. H 0.09
19. H 0.16
20. H 0.16
21. H 0.05
22. H 0.17
23. H 0.12
24. H 0.11
25. H 0.06
26. H 0.13
27. H 0.13
28. H 0.05

---

Name the least stable of them. one.

---

one | Entry from the OMol25 dataset: one molecule with the formula CH4N2O3 (wB97M-V/def2-TZVPD).

```
! wB97M-V def2-TZVPD RIJCOSX def2/J DEFGRID3
* xyz 0 1
O 2.198 -0.380 -0.168
O -1.193 -0.998 0.370
O -0.635 1.211 -0.613
N -0.010 -1.123 -0.453
N 0.430 1.038 0.456
C 0.935 -0.236 0.052
H 1.049 2.020 0.717
H -1.476 0.777 0.013
H 0.301 -2.010 -0.097
H -1.599 -0.297 -0.278
*
```

Its gap between HOMO and LUMO is 0.375 Ha. Its SMILES is O=C(NO)NO. Its HOMO energy is -9.9370 eV.

Listed below, in e, are the Löwdin charges computed for each atom:
1. O 0.01
2. O -0.09
3. O -0.14
4. N 0.04
5. N 0.02
6. C -0.48
7. H 0.25
8. H 0.16
9. H 0.14
10. H 0.09

---

two | Entry from the OMol25 dataset: CH4N2O3 as an isolated structure (wB97M-V/def2-TZVPD).

```
! wB97M-V def2-TZVPD RIJCOSX def2/J DEFGRID3
* xyz 0 1
O 0.900 1.287 1.256
O 1.242 -0.465 -0.897
O -2.108 -0.416 0.116
N -0.578 1.083 0.656
N -0.152 -1.028 -0.806
C -0.961 -0.202 0.050
H -0.217 -1.536 -1.652
H -1.228 0.994 1.484
H 1.337 1.367 0.055
H 1.765 -1.084 -0.261
*
```

Its gap between HOMO and LUMO is 0.381 Ha. Its HOMO energy is -10.0610 eV.

Listed below, in e, are the Löwdin charges computed for each atom:
1. O -0.21
2. O -0.13
3. O 0.10
4. N 0.04
5. N 0.08
6. C -0.54
7. H 0.12
8. H 0.13
9. H 0.25
10. H 0.14

---

three | Entry from the OMol25 dataset: one molecule with the formula CH4N2O3 (wB97M-V/def2-TZVPD).

```
! wB97M-V def2-TZVPD RIJCOSX def2/J DEFGRID3
* xyz 0 1
O 2.790 0.072 1.338
O 0.958 0.279 0.239
O -0.207 -1.262 -1.104
N 1.724 -0.400 1.208
N -1.325 0.738 -0.247
C -0.422 -0.298 -0.031
H -1.773 1.169 0.558
H -0.159 -0.675 -1.891
H -0.793 1.385 -0.897
H -0.791 -1.007 0.827
*
```

Its gap between HOMO and LUMO is 0.392 Ha. Its SMILES is N[C@@H](O)ON=O. Its HOMO energy is -10.2099 eV.

Listed below, in e, are the Löwdin charges computed for each atom:
1. O 0.05
2. O -0.09
3. O -0.02
4. N -0.05
5. N 0.08
6. C -0.46
7. H 0.10
8. H 0.10
9. H 0.12
10. H 0.18

---

Name the least stable of them. one.

---

one | Entry from the OMol25 dataset: C6H12O4 as an isolated structure (wB97M-V/def2-TZVPD).

```
! wB97M-V def2-TZVPD RIJCOSX def2/J DEFGRID3
* xyz 0 1
O -2.385 -0.392 1.000
O -1.135 -1.070 -0.794
O 2.170 0.411 -0.244
O 0.863 -1.718 0.614
C 0.048 -0.695 2.587
C -0.770 1.441 0.173
C -0.067 -0.946 1.292
C 1.458 0.903 -1.220
C 0.811 0.153 -2.253
C -1.152 -0.456 0.355
H -1.469 1.629 0.981
H 0.377 -1.993 -0.195
H -3.020 -0.893 0.472
H -1.170 1.871 -0.746
H 1.487 1.985 -1.246
H 0.652 0.745 -3.149
H -0.695 -0.093 3.084
H 0.151 1.923 0.488
H 1.350 -0.762 -2.496
H -0.286 -0.404 -1.816
H 0.865 -1.104 3.162
H 1.919 -0.534 -0.049
*
```

Its gap between HOMO and LUMO is 0.284 Ha. Its HOMO energy is -8.2005 eV.

Listed below, in e, are the Löwdin charges computed for each atom:
1. O 0.02
2. O -0.14
3. O 0.10
4. O -0.01
5. C 0.09
6. C 0.01
7. C -0.33
8. C -0.16
9. C -0.05
10. C -0.59
11. H 0.04
12. H 0.11
13. H 0.11
14. H 0.05
15. H 0.14
16. H 0.09
17. H 0.07
18. H 0.03
19. H 0.10
20. H 0.15
21. H 0.07
22. H 0.11

---

two | Entry from the OMol25 dataset: a 2-piece molecular cluster, C6H12O4 overall (wB97M-V/def2-TZVPD).

```
! wB97M-V def2-TZVPD RIJCOSX def2/J DEFGRID3
* xyz 0 1
O -0.640 2.695 1.352
O -1.776 0.566 -0.821
O 0.844 -1.112 -1.705
O 0.406 -2.957 0.362
C -1.606 -0.544 -1.718
C -0.144 -0.153 -1.978
C -0.372 0.890 -0.865
C 0.327 0.631 0.451
C -0.143 1.608 1.570
C 0.647 1.285 2.797
H 1.113 -1.550 -2.518
H 0.146 -0.394 0.807
H 1.415 0.704 0.288
H 0.598 -2.329 -0.357
H -0.192 0.695 3.301
H -0.222 1.933 -1.177
H -1.710 -1.512 -1.202
H -2.293 -0.498 -2.573
H 0.907 2.195 3.348
H 1.456 0.548 2.719
H 1.213 -3.003 0.880
H 0.026 0.302 -2.961
*
```

Its gap between HOMO and LUMO is 0.361 Ha. Its SMILES is CC(=O)C[C@@H]1OC[C@@H]1O.O. Its HOMO energy is -9.4743 eV.

Listed below, in e, are the Löwdin charges computed for each atom:
1. O 0.09
2. O -0.06
3. O -0.03
4. O -0.07
5. C -0.10
6. C -0.27
7. C -0.27
8. C -0.07
9. C -0.43
10. C -0.03
11. H 0.11
12. H 0.12
13. H 0.14
14. H -0.01
15. H 0.12
16. H 0.16
17. H 0.13
18. H 0.12
19. H 0.09
20. H 0.08
21. H 0.03
22. H 0.15

---

three | Entry from the OMol25 dataset: a 2-piece molecular cluster, C6H12O4 overall (wB97M-V/def2-TZVPD).

```
! wB97M-V def2-TZVPD RIJCOSX def2/J DEFGRID3
* xyz 0 1
O 3.727 -0.374 0.368
O 3.405 -0.404 2.672
O 3.790 2.215 -1.942
O 6.615 -1.114 1.238
C 3.484 1.023 0.135
C 3.604 -1.035 1.658
C 3.231 -2.481 1.499
C 3.644 1.159 -1.381
C 4.507 1.897 0.850
C 2.039 1.406 0.466
H 5.964 -0.786 0.486
H 3.590 0.201 -1.944
H 4.365 1.845 1.935
H 2.172 -2.540 1.209
H 1.332 0.745 -0.055
H 3.378 -3.004 2.448
H 5.526 1.566 0.611
H 4.379 2.937 0.526
H 1.869 1.337 1.545
H 3.822 -2.940 0.698
H 1.859 2.441 0.147
H 6.792 -0.332 1.769
*
```

Its gap between HOMO and LUMO is 0.394 Ha. Its SMILES is CC(=O)OC(C)(C)C=O.O. Its HOMO energy is -10.1126 eV.

Listed below, in e, are the Löwdin charges computed for each atom:
1. O -0.07
2. O 0.11
3. O 0.08
4. O -0.09
5. C -0.52
6. C -0.44
7. C 0.02
8. C -0.19
9. C -0.01
10. C 0.00
11. H 0.08
12. H 0.14
13. H 0.09
14. H 0.10
15. H 0.10
16. H 0.10
17. H 0.09
18. H 0.10
19. H 0.09
20. H 0.09
21. H 0.10
22. H 0.03

---

Name the least stable of them. one.

---

one | Entry from the OMol25 dataset: one molecule with the formula C12H10O2 (wB97M-V/def2-TZVPD).

```
! wB97M-V def2-TZVPD RIJCOSX def2/J DEFGRID3
* xyz 0 1
O 2.526 -2.069 -1.106
O 2.093 1.535 -1.999
C -0.623 -0.504 1.415
C -3.196 -0.578 0.203
C 1.478 1.288 -0.863
C 0.325 -1.100 -0.744
C 1.484 -1.541 -0.997
C -0.822 -0.774 -0.037
C -1.864 -0.206 2.088
C 0.235 1.013 1.374
C 3.340 0.893 -2.304
C 0.763 1.118 0.130
C -2.086 -0.634 -0.592
C -3.126 -0.441 1.606
H -4.162 -0.566 -0.419
H -1.715 -0.299 3.115
H -2.234 -0.804 -1.654
H -0.327 1.997 1.630
H 3.837 1.369 -3.267
H 0.009 -1.212 1.924
H 0.900 0.843 2.257
H -4.074 -0.384 2.217
H 4.045 1.232 -1.522
H 3.192 -0.176 -2.454
*
```

Its gap between HOMO and LUMO (alpha / beta) is 0.248 / 0.247 Ha. Its SMILES is COC#CC[C@H]1C=CC=CC1=C=C=O. Its HOMO energy (alpha / beta) is -7.6299 / -7.6277 eV.

Listed below, in e, are the Löwdin charges computed for each atom:
1. O 0.11
2. O -0.07
3. C -0.17
4. C -0.08
5. C -0.07
6. C 0.02
7. C -0.25
8. C -0.23
9. C -0.08
10. C -0.09
11. C -0.04
12. C -0.11
13. C -0.05
14. C -0.07
15. H 0.13
16. H 0.09
17. H 0.12
18. H 0.16
19. H 0.13
20. H 0.15
21. H 0.13
22. H 0.13
23. H 0.10
24. H 0.07

---

two | Entry from the OMol25 dataset: C12H10O2 as an isolated structure (wB97M-V/def2-TZVPD).

```
! wB97M-V def2-TZVPD RIJCOSX def2/J DEFGRID3
* xyz 0 1
O -2.632 -1.687 0.035
O -0.476 -1.907 -0.084
C 3.673 -0.817 -0.056
C -3.815 -1.032 -0.026
C -1.390 -1.059 -0.002
C 1.756 0.169 -1.205
C -2.616 1.099 0.015
C -3.784 0.297 0.049
C 1.266 0.517 -0.030
C 3.042 -0.541 1.286
C 1.791 0.244 1.166
C 3.064 -0.506 -1.233
C -1.324 0.465 0.078
C -0.059 1.258 0.058
H 1.426 0.253 2.112
H -0.505 1.761 0.724
H 3.234 -0.671 2.260
H 3.591 -0.626 -1.956
H -4.435 -1.643 0.009
H -2.267 2.420 -0.220
H 4.485 -1.554 0.026
H -0.334 1.991 -0.813
H 1.182 0.597 -1.955
H -4.873 0.972 -0.237
*
```

Its gap between HOMO and LUMO is 0.310 Ha. Its HOMO energy is -8.5802 eV.

Listed below, in e, are the Löwdin charges computed for each atom:
1. O 0.08
2. O 0.07
3. C -0.05
4. C -0.08
5. C -0.32
6. C 0.01
7. C -0.03
8. C -0.10
9. C -0.29
10. C 0.04
11. C -0.03
12. C -0.02
13. C -0.12
14. C -0.10
15. H 0.08
16. H 0.03
17. H 0.04
18. H 0.00
19. H 0.01
20. H 0.22
21. H 0.10
22. H 0.15
23. H 0.10
24. H 0.19

---

Name the least stable of them. two.